C29H16F12N2O2Re as an isolated structure. Source: the OMol25 dataset; level of theory: wB97M-V/def2-TZVPD.

ORCA input file:
```
! RIJCOSX wB97M-V def2-TZVPD def2/J DEFGRID3
* xyz 3 1
Re 0.68878 0.54587 -1.66520
C 4.04129 -3.99634 2.73582
C 3.28818 -2.90822 2.09096
C 3.01117 -1.70842 2.76514
C 2.34196 -0.71462 2.12074
C 1.82964 -0.87125 0.76650
N 1.03880 0.10713 0.30409
C 0.35436 0.86629 1.25076
C -0.28715 0.16784 2.30535
C -0.95432 0.84988 3.29668
C -0.98852 2.24403 3.28850
C -1.67382 3.01518 4.35883
C -0.35259 2.93746 2.22588
C 0.27119 2.29001 1.19450
C 1.00054 3.04035 0.09495
O 0.88603 2.24444 -1.07727
C 0.34703 4.40726 -0.28324
F -0.97673 4.25687 -0.34994
F 0.64741 5.30382 0.65384
F 0.79384 4.81167 -1.45607
C 2.52384 3.19845 0.42544
F 3.13056 4.01570 -0.40210
F 3.11156 1.97775 0.33253
F 2.66279 3.62484 1.67393
C 2.27688 -2.04273 0.02305
C 2.93698 -3.01437 0.70420
C 2.05573 -2.21592 -1.46581
O 1.29294 -1.13675 -1.94613
C 3.41916 -2.11693 -2.23469
F 4.26955 -3.03572 -1.80827
F 3.22582 -2.24146 -3.53114
F 3.92658 -0.89702 -1.97463
C 1.22008 -3.48868 -1.81388
F 0.15823 -3.52173 -0.99731
F 1.95801 -4.57655 -1.61963
F 0.80240 -3.44120 -3.06250
H 3.92506 -3.99113 3.81793
H 5.10924 -3.82546 2.52297
H 3.79471 -4.97297 2.32000
H 3.39773 -1.55122 3.76383
H 2.28089 0.26592 2.57393
H -0.32935 -0.91368 2.25497
H -1.47521 0.30335 4.07177
H -2.32961 2.38991 4.95853
H -2.23668 3.85313 3.94620
H -0.91167 3.44453 5.01974
H -0.36712 4.01928 2.25476
H 3.23479 -3.91851 0.18929
N -8.52709 -0.83383 -4.58047
C -7.47290 -0.64400 -4.16617
C -6.15101 -0.42276 -3.66108
C -5.16775 0.08470 -4.52378
C -3.90125 0.29688 -4.04704
C -3.60300 -0.00475 -2.68725
C -4.61468 -0.51352 -1.82676
C -5.87404 -0.72621 -2.31582
C -2.32572 0.19734 -2.23050
C -1.14446 0.36018 -1.84667
H -5.41892 0.30367 -5.55231
H -3.12926 0.68694 -4.69523
H -4.38129 -0.74145 -0.79641
H -6.65959 -1.12330 -1.68830
*
```

Values from the calculation:
E   -72115.50304 eV


C29H16F3N11O13S2Ti as an isolated structure. Source: the OMol25 dataset; level of theory: wB97M-V/def2-TZVPD.

ORCA input file:
```
! RIJCOSX wB97M-V def2-TZVPD def2/J DEFGRID3
* xyz -2 1
Ti -0.15610 -0.27359 -0.98608
N -3.38862 -0.07395 -2.74988
C -2.52754 -1.02969 -3.10086
N -1.33840 -1.23899 -2.58488
C -0.70546 -2.31622 -3.19202
C -1.40345 -2.92753 -4.16515
S -2.93998 -2.16374 -4.35320
C 0.61701 -2.70412 -2.70926
C 1.47089 -3.57505 -3.27850
S 2.92063 -3.67438 -2.34401
C 2.28409 -2.49261 -1.24267
N 1.07565 -2.09982 -1.55023
N 2.99953 -2.08481 -0.17496
H -3.05079 0.78489 -2.31977
H -4.20431 0.05484 -3.32144
H -1.13046 -3.79782 -4.73479
H 1.35587 -4.12481 -4.19565
H 4.00028 -2.15787 -0.21319
H 2.60302 -1.35459 0.40931
O 6.00850 3.41868 -1.05644
C 5.24249 3.45538 -0.07596
O 5.37502 3.99827 1.03715
C 3.92118 2.66199 -0.25498
C 3.04166 2.48294 0.80483
C 1.89384 1.73209 0.63597
N 1.56569 1.18223 -0.53931
C 2.40785 1.36143 -1.56715
C 3.58248 2.07728 -1.46931
C 1.98417 0.65914 -2.82232
O 2.66230 0.64068 -3.82916
O 0.84012 0.06222 -2.68287
H 3.28249 2.92519 1.76162
H 1.22186 1.54953 1.46143
H 4.23861 2.16906 -2.32279
F -1.07226 4.44945 -3.81404
C -0.57822 3.69337 -2.82225
F 0.63704 3.28837 -3.19688
F -0.42229 4.50196 -1.74862
C -1.52390 2.51004 -2.45779
O -2.71880 2.66729 -2.68017
O -0.93432 1.55945 -1.88746
N -1.58472 0.39171 0.38211
C -2.78176 -0.23867 0.49592
N -3.79640 0.35712 1.09727
C -4.93809 -0.30815 1.18478
N -5.98798 -0.78823 1.30659
C -0.69423 3.48756 3.10799
C -0.86929 2.17945 3.54437
C -1.20676 1.18617 2.64151
C -1.36140 1.47325 1.28322
C -1.22944 2.78989 0.86367
C -0.89118 3.78631 1.76972
H -0.41104 4.26435 3.80711
H -0.73677 1.92932 4.59011
H -1.36814 0.17200 2.98442
H -1.36850 3.03541 -0.17337
H -0.76686 4.80169 1.41406
O -2.81134 -4.73495 3.90630
N -1.86948 -4.09517 4.33157
O -1.45481 -4.16837 5.47676
C -1.15803 -3.22573 3.39828
C -0.02323 -2.57289 3.83691
C 0.68224 -1.77762 2.95480
C 0.23683 -1.56929 1.62927
O 0.78674 -0.78017 0.76829
C -0.91361 -2.27874 1.25789
C -1.61682 -3.10337 2.08925
N -1.20175 -2.13749 -0.16141
O -1.38369 -3.21809 -0.71824
O -2.89200 -1.39255 -0.08367
N 1.89570 -1.13837 3.45332
O 2.00046 -0.98558 4.65776
O 2.75369 -0.82964 2.64902
H 0.31930 -2.68435 4.85343
H -2.49502 -3.62298 1.73470
*
```

Values from the calculation:
E   -126281.60877 eV


C29H16F3N11O13S2Ti as an isolated structure. Source: the OMol25 dataset; level of theory: wB97M-V/def2-TZVPD.

ORCA input file:
```
! RIJCOSX wB97M-V def2-TZVPD def2/J DEFGRID3
* xyz -2 1
Ti -0.21591 -0.64947 0.12490
N -0.57313 0.84268 3.76975
C 0.74141 0.69131 3.48002
N 1.19992 0.15365 2.39657
C 2.57585 0.11435 2.37605
C 3.18305 0.60194 3.48302
S 2.00021 1.15741 4.61490
C 3.20873 -0.31220 1.13333
C 4.46649 -0.78366 0.96460
S 4.78473 -1.03164 -0.71995
C 3.16248 -0.43356 -1.08776
N 2.47145 -0.14857 -0.01739
N 2.70846 -0.30433 -2.33358
H -1.19657 0.78044 2.97722
H -0.82307 1.53102 4.45701
H 4.23245 0.73115 3.67794
H 5.22256 -0.99886 1.69918
H 3.31688 -0.49749 -3.10666
H 1.88005 0.32647 -2.47056
O -3.02892 -2.00515 -6.29113
C -1.97369 -2.49926 -5.85870
O -1.20504 -3.35762 -6.31829
C -1.52986 -1.91658 -4.46096
C -2.15834 -0.80044 -3.92441
C -1.75540 -0.32384 -2.68942
N -0.79737 -0.91649 -1.98150
C -0.17437 -1.98307 -2.50266
C -0.49942 -2.50576 -3.74002
C 0.85612 -2.59573 -1.57497
O 1.61416 -3.46387 -1.93302
O 0.80378 -2.06434 -0.38620
H -2.95968 -0.32521 -4.47237
H -2.21269 0.55407 -2.25283
H 0.01999 -3.36850 -4.13111
F -0.33188 4.54901 -1.50048
C -0.50880 3.46674 -2.27560
F -1.57429 2.80379 -1.77248
F -0.91497 3.93276 -3.48437
C 0.80090 2.57603 -2.41982
O 1.85426 3.19860 -2.44172
O 0.55252 1.35317 -2.54393
N -0.07559 1.27268 0.31368
C 0.64783 2.13925 0.66146
N 1.25360 3.14281 1.07837
C 2.47030 3.38017 1.48139
N 3.51118 3.64540 1.91683
C -1.12906 -3.63491 4.01744
C -2.16634 -2.84240 3.55838
C -1.95079 -1.93813 2.52377
C -0.71303 -1.78776 1.90203
C 0.31856 -2.59854 2.39367
C 0.12054 -3.49878 3.42962
H -1.28567 -4.34849 4.81761
H -3.15402 -2.92569 3.99819
H -2.80197 -1.33674 2.22277
H 1.31096 -2.52852 1.96405
H 0.94770 -4.10301 3.78463
O -8.10439 0.02939 -1.02803
N -7.35440 -0.90444 -1.26811
O -7.69579 -1.91447 -1.85744
C -5.99088 -0.80767 -0.81505
C -5.09206 -1.82310 -1.10185
C -3.78449 -1.73245 -0.68676
C -3.27588 -0.56524 -0.00493
O -2.05376 -0.34517 0.20253
C -4.29962 0.37870 0.39350
C -5.59944 0.27293 -0.04299
N -3.99502 1.47320 1.28552
O -4.85275 2.32564 1.45192
O -2.93768 1.47652 1.88360
N -2.92319 -2.85240 -0.96764
O -1.81889 -2.88164 -0.45580
O -3.34861 -3.73782 -1.68292
H -5.41042 -2.69392 -1.65495
H -6.31807 1.02486 0.24387
*
```

Values from the calculation:
E   -126278.36880 eV


C29H17BrCuIN5OTe as an isolated structure. Source: the OMol25 dataset; level of theory: wB97M-V/def2-TZVPD.

ORCA input file:
```
! RIJCOSX wB97M-V def2-TZVPD def2/J DEFGRID3
* xyz -2 2
Cu -1.65570 -0.10597 -0.50049
Br 3.58182 0.21478 6.12399
C 3.87629 -0.65795 4.44110
C 5.07349 -0.45253 3.77125
C 5.27917 -1.05697 2.55780
C 4.29932 -1.90053 1.97673
C 3.08357 -2.06461 2.69569
C 2.87393 -1.45238 3.90439
N 4.65433 -2.62339 0.90428
N 3.84499 -3.24800 0.10833
C 2.62000 -2.81359 -0.22831
C 1.69606 -3.77765 -0.68084
C 0.35727 -3.50174 -0.82574
C -0.16147 -2.21372 -0.60269
O -1.43339 -1.95090 -0.64553
C 0.78086 -1.17483 -0.37958
N 0.28921 0.09217 -0.38461
C 1.11919 1.11314 -0.30902
C 2.49518 0.94598 -0.25643
C 3.02066 -0.33678 -0.21415
C 2.17100 -1.44035 -0.23125
H 5.82978 0.18655 4.20570
H 6.19808 -0.89156 2.01353
H 2.31791 -2.71015 2.29188
H 1.93643 -1.56852 4.43404
H 2.05817 -4.78474 -0.83405
H -0.32873 -4.28819 -1.11158
H 0.66688 2.09651 -0.32665
H 3.14253 1.81022 -0.26656
H 4.09099 -0.48835 -0.20671
I -5.07183 -1.01000 -4.10691
C -5.16993 -2.41502 -2.51211
C -6.06107 -3.45881 -2.60154
C -6.05631 -4.37468 -1.55176
C -5.15158 -4.19115 -0.50347
C -4.31236 -3.09668 -0.53192
N -4.33222 -2.21295 -1.52750
H -6.72545 -3.56229 -3.44739
H -6.73628 -5.21473 -1.56376
H -5.09941 -4.90275 0.30936
H -3.57439 -2.89504 0.23230
Te -4.04245 0.60805 -0.14464
N 0.35390 9.16881 -1.32591
C 0.05583 8.05243 -1.24102
C -0.33195 6.72370 -1.12190
C -0.22571 6.05842 0.12012
C -0.66799 4.77732 0.26301
C -1.24873 4.07254 -0.82819
C -1.30492 4.73788 -2.08522
C -0.87004 6.02234 -2.22386
C -1.80161 2.82922 -0.65100
C -2.33849 1.72590 -0.45397
H 0.20443 6.59228 0.95971
H -0.59868 4.26868 1.21642
H -1.72642 4.20449 -2.92724
H -0.94419 6.53608 -3.17611
*
```

Values from the calculation:
E   -169921.11090 eV
⟨S²⟩   0.832


C29H18Cl3NO2PPd as an isolated structure. Source: the OMol25 dataset; level of theory: wB97M-V/def2-TZVPD.

ORCA input file:
```
! RIJCOSX wB97M-V def2-TZVPD def2/J DEFGRID3
* xyz 1 5
Pd 1.84581 0.08277 0.40176
C -3.67858 0.85621 -4.52925
C -4.14466 0.69512 -3.23428
C -3.25694 0.48361 -2.19244
C -1.89501 0.44577 -2.46529
C -1.41957 0.59218 -3.76740
C -2.31776 0.81030 -4.79471
P -0.63844 0.24673 -1.13891
C 0.76602 -0.51498 -2.04713
C 2.03100 0.10162 -2.12118
C 3.12919 -0.65274 -2.54062
C 2.97060 -1.98239 -2.89823
C 1.71429 -2.57332 -2.86026
C 0.61988 -1.84771 -2.42067
C -0.16210 1.92372 -0.63767
C -0.92257 3.04536 -0.96775
C -0.50296 4.29484 -0.54846
C 0.63777 4.43202 0.22671
C 1.37148 3.30960 0.61159
C 0.97977 2.07045 0.15820
H -4.37764 1.01382 -5.33638
H -5.20418 0.73194 -3.03486
H -3.61919 0.35586 -1.18105
H -0.35833 0.55172 -3.97015
H -1.95310 0.94360 -5.80218
H 2.12403 1.18414 -2.03369
H 4.09752 -0.18245 -2.62359
H 3.82003 -2.56138 -3.22685
H 1.59154 -3.60588 -3.15163
H -0.35730 -2.30944 -2.37117
H -1.82817 2.93378 -1.54626
H -1.08076 5.16767 -0.81680
H 0.97757 5.41034 0.53424
H 2.23544 3.42379 1.25616
N -3.23092 -3.90354 7.01547
C -2.75028 -3.44155 6.08086
C -2.17408 -2.87116 4.92477
C -1.75005 -1.52783 4.93216
C -1.26205 -0.95747 3.78952
C -1.17968 -1.71898 2.59091
C -1.56725 -3.08737 2.60520
C -2.05343 -3.64424 3.75428
C -0.70251 -1.15270 1.44107
C -0.16857 -0.71176 0.38227
H -1.81545 -0.95369 5.84438
H -0.92550 0.06840 3.77884
H -1.47387 -3.67020 1.70101
H -2.34880 -4.68195 3.77394
Cl 6.30710 0.76614 2.16081
C 4.75617 0.68683 2.97442
Cl 4.86752 -0.20297 4.49113
Cl 4.14902 2.33690 3.28051
C 3.66407 0.06003 2.08480
O 2.53932 -0.11006 2.58391
O 3.92454 -0.15952 0.87994
*
```

Values from the calculation:
E   -86272.80010 eV
⟨S²⟩   6.067


C29H18Cl4CoN7O2S2 as an isolated structure. Source: the OMol25 dataset; level of theory: wB97M-V/def2-TZVPD.

ORCA input file:
```
! RIJCOSX wB97M-V def2-TZVPD def2/J DEFGRID3
* xyz -1 2
Co -0.74094 0.37244 0.29256
N 2.12740 3.73175 1.16473
C 1.23335 2.78796 0.71800
S -0.35151 2.80643 1.30756
N 1.78445 1.95307 -0.16327
N 0.98977 0.93940 -0.54534
C 1.37418 0.25988 -1.58072
C 2.55297 0.64375 -2.39705
C 3.63747 -0.21503 -2.53222
C 4.72598 0.14086 -3.31813
C 4.73092 1.35718 -3.98337
C 3.64685 2.21787 -3.85617
C 2.56603 1.86625 -3.06492
C 0.58284 -0.92290 -1.95214
C 0.71558 -1.57124 -3.17803
C -0.11670 -2.64343 -3.45219
C -1.05566 -3.03911 -2.51282
C -1.11987 -2.34079 -1.31586
N -0.30996 -1.32884 -1.04183
H 1.71993 4.55345 1.57365
H 2.94865 3.85086 0.59231
H 3.62850 -1.16911 -2.01684
H 5.56873 -0.53333 -3.40954
H 5.57625 1.63571 -4.60053
H 3.64571 3.16797 -4.37590
H 1.72205 2.53335 -2.94753
H 1.43444 -1.22216 -3.90573
H -0.04319 -3.15457 -4.40417
H -1.73498 -3.85893 -2.70130
H -1.84744 -2.57023 -0.54506
N 0.05441 -0.78053 4.22469
C 1.22542 -1.26075 3.68566
C 2.31598 -1.91652 4.24485
C 3.33157 -2.27736 3.38080
C 3.25560 -1.99589 2.00911
C 2.17033 -1.34005 1.46254
C 1.14292 -0.95936 2.32269
N -0.05418 -0.30432 2.06583
C -0.67766 -0.21558 3.21606
C -2.01406 0.30757 3.52564
C -2.78812 -0.22848 4.51665
S -4.28966 0.57762 4.58409
C -3.76186 1.60048 3.30029
N -2.58087 1.35471 2.85346
H -0.19840 -0.76641 5.19525
H 2.36860 -2.13550 5.30375
H 4.20280 -2.78945 3.76899
H 4.07216 -2.29802 1.36582
H 2.11169 -1.11925 0.40883
H -2.59007 -1.08299 5.14284
H -4.39816 2.37869 2.90428
Cl -6.48856 1.39675 -2.97691
C -5.30134 0.85032 -1.83571
C -5.68390 0.10497 -0.73772
Cl -7.35247 -0.29199 -0.47346
C -4.70544 -0.33368 0.16969
Cl -5.13873 -1.30055 1.55135
C -3.35941 -0.03636 -0.00485
O -2.41249 -0.45133 0.79544
C -2.96277 0.76044 -1.13077
O -1.69805 1.04125 -1.25231
C -3.94718 1.16841 -2.02882
Cl -3.43987 2.09471 -3.40622
*
```

Values from the calculation:
E   -154282.78122 eV
⟨S²⟩   0.760


So what do the calculations give for max |F|? Going down the list: 0.48; 0.77; 1.73; 1.75; 1.46; 0.21 eV/A.